Formula: C3H4Br3P
Source: the Open Molecules 2025 dataset
Level of theory: ωB97M-V/def2-TZVPD

```
11
Properties=species:S:1:pos:R:3:lowdin_charge:R:1
C 0.22 -1.54 0.14 -0.594
C 0.06 -0.26 -0.19 -0.703
C 1.15 0.74 -0.14 -0.126
P -1.75 0.12 -0.46 0.205
Br -1.30 -2.73 0.12 0.627
Br -1.57 2.29 -1.22 0.183
Br -2.22 0.55 1.70 0.192
H 1.16 -2.06 0.40 0.080
H 1.87 0.69 -0.90 0.078
H 1.59 0.49 0.79 0.082
H 0.78 1.70 -0.24 -0.025
```

The HOMO-LUMO gap comes out at 9.1 eV. The calculated total energy is -8180.11545 a.u. The value obtained for the LUMO energy is -0.0084 hartree.

Formula: C3H4BrClO
Source: the Open Molecules 2025 dataset
Level of theory: ωB97M-V/def2-TZVPD

```
10
Properties=species:S:1:pos:R:3:lowdin_charge:R:1
C 0.02 -0.56 0.03 -0.301
C 1.29 0.27 0.17 -1.248
C -1.33 0.07 -0.08 -0.038
O 0.69 -0.22 1.27 -0.074
Cl 1.42 2.01 -0.32 0.493
Br 2.84 -0.73 -0.32 0.815
H 0.06 -1.56 -0.15 0.098
H -1.52 1.00 0.47 0.102
H -2.05 -0.59 0.13 0.031
H -1.42 0.30 -1.20 0.123
```

The HOMO-LUMO gap (alpha / beta) comes out at 5.9 / 6.2 eV. The calculated total energy is -3225.89493 a.u. The value obtained for the LUMO energy (alpha / beta) is 0.0284 / -0.1557 hartree. The multiplicity is 3.

Formula: C3H4BrClO2S
Source: the Open Molecules 2025 dataset
Level of theory: ωB97M-V/def2-TZVPD

```
12
Properties=species:S:1:pos:R:3:lowdin_charge:R:1
C -0.31 0.11 -0.86 -0.119
C -0.05 -0.10 0.61 -0.148
C -1.37 -0.30 0.04 -0.952
O -1.77 2.16 0.95 -0.340
O -3.64 0.62 1.35 -0.359
S -2.56 1.04 0.51 0.273
Cl -3.32 1.48 -1.26 0.465
Br -2.40 -1.93 0.06 0.767
H -0.47 1.11 -1.04 0.074
H 0.03 -0.61 -1.53 0.102
H 0.68 -0.87 1.03 0.148
H 0.10 0.75 1.23 0.090
```

The HOMO-LUMO gap comes out at 11.2 eV. The calculated total energy is -3699.51610 a.u. The value obtained for the LUMO energy is 0.0155 hartree.

Formula: C3H4BrIO
Source: the Open Molecules 2025 dataset
Level of theory: ωB97M-V/def2-TZVPD

```
10
Properties=species:S:1:pos:R:3:lowdin_charge:R:1
C 1.16 0.09 0.66 -0.054
C 0.30 0.47 -0.47 -0.633
O 0.61 1.21 -1.34 0.109
C -1.09 -0.23 -0.60 -0.866
Br -0.88 -2.40 -0.15 0.406
I -2.53 0.64 0.70 0.824
H 1.91 0.90 0.70 0.106
H 1.47 -0.83 0.37 0.021
H 0.63 0.30 1.64 0.111
H -1.59 -0.14 -1.50 -0.023
```

The HOMO-LUMO gap comes out at 9.2 eV. The SMILES is CC(=O)[C@@H](Br)I. The calculated total energy is -3063.61183 a.u. The value obtained for the LUMO energy is -0.0271 hartree.

Formula: C3H4BrIO2
Source: the Open Molecules 2025 dataset
Level of theory: ωB97M-V/def2-TZVPD

```
11
Properties=species:S:1:pos:R:3:lowdin_charge:R:1
C 1.09 -0.31 -0.19 -0.257
C -0.29 0.21 -0.51 -0.588
C -1.38 -0.44 0.33 -1.106
O 1.77 -1.06 -0.82 0.090
O -0.65 0.14 -1.82 -0.078
Br -1.46 -2.29 -0.04 0.726
I -3.27 0.61 -0.02 0.802
H 1.51 0.12 0.82 0.157
H -0.19 1.31 -0.32 0.155
H -1.14 -0.41 1.34 -0.006
H -0.27 -0.52 -2.39 0.106
```

The HOMO-LUMO gap comes out at 9.5 eV. The calculated total energy is -3138.86042 a.u. The value obtained for the LUMO energy is -0.0124 hartree.

Formula: C3H4BrN2O2
Source: the Open Molecules 2025 dataset
Level of theory: ωB97M-V/def2-TZVPD

```
12
Properties=species:S:1:pos:R:3:lowdin_charge:R:1
C 0.71 0.71 0.42 -0.457
C 1.02 1.43 -1.40 -0.310
C -0.92 -1.00 1.06 -0.002
N -0.53 -0.26 -1.14 0.091
N -0.15 -0.18 0.21 -0.218
O 1.65 2.33 -1.68 0.293
O 0.18 0.59 -1.94 0.106
Br 1.54 1.31 2.01 0.891
H -0.78 -2.06 0.91 0.103
H -2.05 -0.72 0.86 0.172
H -0.48 -0.93 2.14 0.136
H -0.21 -1.21 -1.45 0.195
```

The HOMO-LUMO gap comes out at 10.4 eV. The calculated total energy is -2950.28475 a.u. The value obtained for the LUMO energy is -0.1787 hartree. As for the total charge: +1.

Formula: C3H4BrN3O
Source: the Open Molecules 2025 dataset
Level of theory: ωB97M-V/def2-TZVPD

```
12
Properties=species:S:1:pos:R:3:lowdin_charge:R:1
C -0.47 -0.14 -1.43 -0.519
C 0.96 0.28 0.38 -0.456
C -1.17 -0.63 0.91 -0.061
N 1.32 1.25 -1.69 0.129
N 1.76 0.89 -0.63 -0.099
N -0.27 -0.05 -0.07 -0.219
O 1.46 -0.02 1.49 0.047
Br -2.24 0.02 -1.92 0.718
H -0.49 -0.73 1.80 0.103
H -2.09 0.01 1.04 0.089
H -1.56 -1.57 0.49 0.087
H 2.78 0.70 -0.37 0.179
```

The HOMO-LUMO gap comes out at 7.7 eV. The calculated total energy is -2930.06055 a.u. The value obtained for the LUMO energy is -0.0149 hartree.

Formula: C3H4BrNO
Source: the Open Molecules 2025 dataset
Level of theory: ωB97M-V/def2-TZVPD

```
10
Properties=species:S:1:pos:R:3:lowdin_charge:R:1
C -1.27 -0.76 -0.62 0.191
C -0.06 -0.82 -1.06 -0.280
C 0.86 0.31 0.80 -0.405
N -0.41 0.81 1.12 -0.461
O 1.03 -0.23 -0.53 -0.095
Br -0.83 2.47 0.48 0.628
H -2.32 -0.90 -0.65 0.047
H 0.26 -1.40 -1.92 0.130
H 1.67 1.04 0.86 0.118
H 1.05 -0.52 1.51 0.128
```

The HOMO-LUMO gap (alpha / beta) comes out at 8.9 / 7.7 eV. The calculated total energy is -2820.52346 a.u. The value obtained for the LUMO energy (alpha / beta) is -0.0156 / -0.0412 hartree.

Formula: C3H4BrNO
Source: the Open Molecules 2025 dataset
Level of theory: ωB97M-V/def2-TZVPD

```
10
Properties=species:S:1:pos:R:3:lowdin_charge:R:1
C 1.09 0.15 0.50 0.093
C -0.08 -0.07 -0.06 -0.102
C -0.03 -0.90 -1.23 -0.610
O 0.99 -1.40 -1.72 -0.017
N -1.24 -1.02 -1.91 -0.387
Br -1.36 -2.14 -3.44 0.684
H 1.30 0.77 1.33 0.056
H 1.86 -0.49 0.02 0.094
H -1.03 0.16 0.19 0.065
H -2.21 -0.58 -1.69 0.122
```

The HOMO-LUMO gap comes out at 9.7 eV. The SMILES is C=CC(=O)NBr. The calculated total energy is -2820.65468 a.u. The value obtained for the LUMO energy is 0.0014 hartree.

Formula: C3H4BrNO
Source: the Open Molecules 2025 dataset
Level of theory: ωB97M-V/def2-TZVPD

```
10
Properties=species:S:1:pos:R:3:lowdin_charge:R:1
C 0.15 -0.21 1.89 -0.258
C -0.51 0.78 -1.11 -0.100
C 0.70 -0.54 0.56 -0.837
N -0.23 0.21 2.86 0.177
O 0.62 0.46 -0.34 -0.236
Br 2.41 -1.31 0.42 0.786
H -0.21 1.26 -2.03 0.093
H -1.31 1.40 -0.65 0.107
H -1.06 -0.05 -1.51 0.064
H -0.54 -1.99 -0.09 0.204
```

The HOMO-LUMO gap (alpha / beta) comes out at 8.8 / 8.6 eV. The calculated total energy is -2820.54268 a.u. The value obtained for the LUMO energy (alpha / beta) is -0.0413 / -0.0383 hartree.

Formula: C3H4BrNO
Source: the Open Molecules 2025 dataset
Level of theory: ωB97M-V/def2-TZVPD

```
10
Properties=species:S:1:pos:R:3:lowdin_charge:R:1
C -0.38 -1.51 -0.38 -0.419
C 0.02 0.62 -0.30 -0.316
C 1.08 0.01 0.59 -0.511
N -0.79 -0.41 -0.82 0.020
O 0.59 -1.70 0.39 -0.028
Br 2.86 0.01 -0.09 0.773
H -0.97 -2.25 -0.90 0.133
H -0.77 1.37 0.20 0.159
H 0.40 1.12 -1.22 0.107
H 0.81 0.20 1.60 0.082
```

The HOMO-LUMO gap comes out at 10.1 eV. The calculated total energy is -2820.64046 a.u. The value obtained for the LUMO energy is 0.0225 hartree.

Formula: C3H4CeLiO3
Source: the Open Molecules 2025 dataset
Level of theory: ωB97M-V/def2-TZVPD

```
12
Properties=species:S:1:pos:R:3:lowdin_charge:R:1
O 1.75 0.16 -0.17 -0.552
C 0.84 -0.90 -0.42 -0.305
C -0.34 -0.84 0.51 0.122
O -3.09 0.56 -0.02 0.346
C -2.58 1.61 -0.11 -0.205
O -1.56 2.22 -0.08 -0.015
Li 3.51 -0.25 -0.17 0.882
Ce 0.88 2.16 0.21 2.209
H 1.35 -1.87 -0.26 0.162
H 0.50 -0.87 -1.47 0.155
H -0.21 -0.33 1.47 0.083
H -1.05 -1.67 0.51 0.119
```

The HOMO-LUMO gap (alpha / beta) comes out at 6.0 / 10.0 eV. The calculated total energy is -823.89504 a.u. The value obtained for the LUMO energy (alpha / beta) is -0.5409 / -0.5155 hartree. The multiplicity is 3. As for the total charge: +3.

The highest calculated total energy belongs to which entry? C3H4CeLiO3